# C17H14ClNO3STi

A molecular structure, C17H14ClNO3STi at a distorted geometry (the ωB97M-V functional and the def2-TZVPD basis, OMol25).

Positions of all 38 atoms, in Å:
C (-0.115, 1.482, 0.801)
C (-0.932, 1.656, -0.370)
C (-0.042, 1.841, -1.499)
H (-2.041, 1.732, -0.378)
C (1.302, 1.686, -1.044)
C (1.254, 1.496, 0.358)
H (2.130, 1.542, 1.021)
H (-0.460, 1.497, 1.826)
H (-0.282, 2.168, -2.498)
H (2.163, 1.827, -1.680)
Ti (0.005, -0.322, -0.751)
Cl (-1.253, -1.463, 0.750)
C (-1.958, -1.396, -2.193)
C (-0.891, -0.998, -3.082)
C (-1.121, 0.365, -3.424)
H (-0.179, -1.670, -3.574)
C (-2.224, 0.843, -2.665)
C (-2.736, -0.229, -1.895)
H (-3.619, -0.182, -1.263)
H (-2.244, -2.423, -1.954)
H (-0.555, 0.944, -4.155)
H (-2.638, 1.848, -2.683)
O (1.808, -2.074, 3.164)
S (2.434, -1.213, 2.212)
O (2.844, 0.102, 2.649)
N (1.563, -1.056, 0.745)
C (2.179, -1.558, -0.311)
O (1.626, -1.320, -1.495)
C (3.456, -2.198, 0.015)
C (4.352, -2.860, -0.845)
C (5.608, -3.249, -0.391)
C (5.978, -3.002, 0.944)
C (5.037, -2.418, 1.825)
C (3.772, -2.038, 1.360)
H (4.048, -3.069, -1.866)
H (6.340, -3.746, -1.043)
H (6.978, -3.276, 1.297)
H (5.297, -2.232, 2.875)

Summary:
Lowest unoccupied orbital energy: -0.8 eV
Frontier orbital gap: 6.61 eV
Spin multiplicity: 1
ΔE to the lowest compared entry with this formula, charge and spin: 60.2 kJ/mol
Molar mass: 395.69 Da

# C60H142N10O10

10 unconnected molecules or ions with the total composition C60H142N10O10 at a distorted geometry (the ωB97M-V functional and the def2-TZVPD basis, OMol25).

Positions of all 222 atoms, in Å:
C (-6.190, 8.685, 10.971)
C (-4.862, 9.373, 10.653)
C (-4.724, 10.769, 11.314)
O (-4.832, 10.723, 12.722)
C (-5.085, 11.841, 13.461)
N (-3.745, 8.462, 11.094)
H (-7.034, 9.354, 10.804)
H (-6.214, 8.347, 12.007)
H (-6.425, 7.925, 10.226)
H (-4.840, 9.478, 9.569)
H (-5.422, 11.456, 10.837)
H (-3.698, 11.129, 11.232)
H (-4.351, 12.639, 13.349)
H (-5.184, 11.641, 14.528)
H (-6.061, 12.201, 13.134)
H (-3.936, 7.497, 10.867)
H (-3.880, 8.426, 12.094)
C (-4.334, 9.509, 21.916)
C (-3.605, 8.647, 20.851)
C (-3.315, 9.244, 19.479)
O (-4.555, 9.274, 18.726)
C (-4.479, 10.181, 17.661)
N (-2.504, 8.098, 21.515)
H (-4.128, 10.580, 21.910)
H (-4.117, 9.085, 22.896)
H (-5.409, 9.330, 21.903)
H (-4.214, 7.769, 20.637)
H (-2.637, 8.613, 18.903)
H (-2.912, 10.249, 19.602)
H (-4.306, 11.165, 18.095)
H (-5.414, 10.293, 17.112)
H (-3.641, 10.030, 16.979)
H (-2.793, 7.695, 22.395)
H (-2.186, 7.359, 20.905)
C (4.620, 15.062, 4.839)
C (3.744, 13.868, 5.342)
C (2.748, 14.265, 6.449)
O (2.426, 13.031, 7.134)
C (1.729, 13.212, 8.437)
N (3.000, 13.281, 4.263)
H (3.989, 15.865, 4.459)
H (5.283, 14.760, 4.029)
H (5.144, 15.340, 5.753)
H (4.475, 13.127, 5.664)
H (1.840, 14.691, 6.023)
H (3.215, 15.016, 7.085)
H (1.103, 12.353, 8.676)
H (1.089, 14.091, 8.519)
H (2.472, 13.311, 9.228)
H (3.644, 12.887, 3.592)
H (2.452, 12.485, 4.554)
C (-1.477, 15.041, 16.542)
C (-1.959, 13.547, 16.677)
C (-1.669, 13.015, 18.118)
O (-0.252, 12.630, 18.201)
C (-0.098, 11.232, 18.154)
N (-3.323, 13.303, 16.245)
H (-0.453, 15.096, 16.911)
H (-2.117, 15.758, 17.056)
H (-1.530, 15.358, 15.501)
H (-1.374, 12.984, 15.950)
H (-2.312, 12.183, 18.405)
H (-1.838, 13.886, 18.752)
H (-0.404, 10.862, 17.176)
H (-0.675, 10.691, 18.904)
H (0.939, 10.905, 18.232)
H (-3.955, 13.719, 16.914)
H (-3.540, 13.685, 15.336)
C (0.825, 4.564, 8.906)
C (1.160, 4.172, 10.321)
C (0.096, 4.672, 11.301)
O (0.368, 4.277, 12.646)
C (-0.394, 5.111, 13.527)
N (1.051, 2.693, 10.391)
H (0.688, 5.642, 8.826)
H (-0.130, 4.128, 8.615)
H (1.616, 4.333, 8.191)
H (2.174, 4.544, 10.471)
H (-0.937, 4.425, 11.054)
H (0.239, 5.751, 11.365)
H (-0.400, 4.689, 14.532)
H (-1.408, 5.234, 13.147)
H (-0.011, 6.127, 13.623)
H (2.010, 2.375, 10.393)
H (0.854, 2.586, 11.376)
C (2.041, 13.696, 15.506)
C (2.899, 14.357, 16.573)
C (3.325, 13.224, 17.652)
O (4.114, 13.834, 18.612)
C (4.051, 13.218, 19.853)
N (4.011, 14.974, 15.809)
H (1.736, 14.389, 14.723)
H (1.172, 13.299, 16.032)
H (2.594, 12.917, 14.981)
H (2.439, 15.207, 17.079)
H (3.715, 12.325, 17.173)
H (2.422, 12.824, 18.114)
H (3.160, 13.446, 20.438)
H (4.816, 13.598, 20.530)
H (4.295, 12.156, 19.811)
H (4.637, 14.286, 15.415)
H (4.538, 15.657, 16.334)
C (-2.760, 6.100, 6.187)
C (-3.874, 6.715, 7.047)
C (-5.275, 6.092, 6.605)
C (-5.592, 4.671, 7.028)
C (-5.449, 4.614, 8.543)
C (-4.089, 5.078, 8.997)
N (-3.718, 6.404, 8.473)
O (-2.516, 6.964, 8.975)
C (-4.145, 5.078, 10.573)
C (-3.030, 3.972, 8.665)
C (-3.844, 8.153, 6.812)
H (-2.842, 5.015, 6.115)
H (-1.790, 6.331, 6.628)
H (-2.756, 6.355, 5.127)
H (-6.144, 6.662, 6.932)
H (-5.298, 6.148, 5.517)
H (-4.816, 4.000, 6.658)
H (-6.565, 4.286, 6.723)
H (-5.681, 3.578, 8.788)
H (-6.289, 5.216, 8.888)
H (-3.169, 5.288, 11.011)
H (-4.803, 5.829, 11.009)
H (-4.434, 4.138, 11.044)
H (-3.152, 2.980, 9.101)
H (-2.854, 3.728, 7.618)
H (-2.082, 4.279, 9.107)
H (-4.092, 8.304, 5.761)
H (-2.861, 8.596, 6.972)
H (-4.597, 8.655, 7.420)
H (-2.865, 7.667, 9.527)
C (4.650, 8.588, 14.806)
C (4.999, 7.159, 15.278)
C (3.752, 6.522, 15.993)
C (2.773, 5.900, 15.001)
C (3.460, 4.945, 14.034)
C (4.724, 5.527, 13.297)
N (5.598, 6.182, 14.310)
O (6.820, 6.748, 13.833)
C (5.436, 4.335, 12.625)
C (4.242, 6.484, 12.221)
C (6.102, 7.370, 16.370)
H (5.561, 9.097, 14.492)
H (4.215, 9.199, 15.598)
H (3.897, 8.589, 14.018)
H (4.025, 5.786, 16.750)
H (3.209, 7.289, 16.545)
H (2.552, 6.775, 14.389)
H (1.865, 5.537, 15.483)
H (2.718, 4.679, 13.281)
H (3.793, 4.138, 14.687)
H (6.388, 4.739, 12.282)
H (5.689, 3.573, 13.363)
H (4.933, 3.921, 11.751)
H (4.998, 7.247, 12.032)
H (3.805, 6.103, 11.298)
H (3.417, 7.048, 12.656)
H (6.605, 6.418, 16.539)
H (5.708, 7.802, 17.290)
H (6.977, 7.977, 16.137)
H (7.516, 6.196, 14.195)
C (0.685, 7.022, 3.777)
C (1.327, 8.431, 3.417)
C (0.278, 9.560, 3.184)
C (-0.394, 10.087, 4.485)
C (0.629, 10.512, 5.521)
C (1.603, 9.386, 5.839)
N (2.191, 8.882, 4.590)
O (3.303, 8.041, 4.788)
C (2.681, 10.027, 6.777)
C (0.989, 8.275, 6.741)
C (2.154, 8.216, 2.093)
H (0.143, 6.556, 2.954)
H (-0.016, 7.143, 4.603)
H (1.424, 6.322, 4.167)
H (0.733, 10.321, 2.550)
H (-0.491, 9.046, 2.608)
H (-0.984, 9.269, 4.899)
H (-1.282, 10.700, 4.328)
H (0.040, 10.897, 6.354)
H (1.290, 11.326, 5.224)
H (2.274, 10.271, 7.758)
H (3.427, 9.267, 7.010)
H (3.314, 10.787, 6.319)
H (1.023, 8.594, 7.783)
H (-0.046, 8.058, 6.479)
H (1.569, 7.354, 6.682)
H (3.213, 7.986, 2.212)
H (2.171, 9.043, 1.382)
H (1.726, 7.475, 1.419)
H (2.966, 7.261, 5.234)
C (-0.676, 10.234, 10.231)
C (0.266, 9.553, 11.267)
C (1.331, 10.564, 11.600)
C (0.830, 11.562, 12.670)
C (0.481, 10.878, 13.931)
C (-0.624, 9.829, 13.719)
N (-0.315, 9.023, 12.520)
O (-1.141, 7.950, 12.340)
C (-0.548, 8.791, 14.980)
C (-2.002, 10.579, 13.690)
C (1.017, 8.412, 10.559)
H (-1.285, 9.501, 9.701)
H (-0.261, 10.901, 9.476)
H (-1.315, 10.942, 10.759)
H (2.237, 10.104, 11.994)
H (1.656, 11.120, 10.720)
H (0.103, 12.229, 12.207)
H (1.629, 12.271, 12.884)
H (0.117, 11.700, 14.547)
H (1.386, 10.536, 14.434)
H (-1.020, 9.092, 15.915)
H (-1.172, 7.908, 14.843)
H (0.432, 8.339, 15.135)
H (-2.113, 11.237, 12.828)
H (-2.840, 9.882, 13.659)
H (-2.170, 11.086, 14.640)
H (1.728, 8.812, 9.835)
H (0.360, 7.683, 10.084)
H (1.557, 7.858, 11.326)
H (-1.888, 8.305, 11.852)

Summary:
Lowest unoccupied orbital energy: 0.4 eV
Frontier orbital gap: 8.52 eV
Spin multiplicity: 1
ΔE to the lowest compared entry with this formula, charge and spin: 426.0 kJ/mol
Molar mass: 1163.86 Da

# C7H6ClINO2

A molecular structure, C7H6ClINO2 at a distorted geometry (the ωB97M-V functional and the def2-TZVPD basis, OMol25).

Positions of all 18 atoms, in Å:
C (-0.467, -0.110, -2.107)
C (0.144, -1.308, -1.815)
C (-0.589, 0.933, -1.154)
C (0.495, -1.586, -0.480)
C (1.776, 2.109, 2.725)
C (-0.157, 0.697, 0.095)
C (0.361, -0.655, 0.545)
N (0.529, -0.784, 1.814)
O (1.592, 3.236, 2.671)
O (2.458, 1.190, 2.427)
Cl (-0.066, 1.310, 3.844)
I (1.359, -3.514, -0.051)
H (-0.902, 0.167, -3.096)
H (0.507, -1.860, -2.657)
H (-1.233, 1.827, -1.410)
H (-0.173, 1.423, 1.007)
H (0.438, 0.021, 2.401)
H (0.760, -1.640, 2.145)

Summary:
Lowest unoccupied orbital energy: 2.5 eV
Frontier orbital gap: 7.02 eV
Spin multiplicity: 1
Molar mass: 298.49 Da
Charge: -1

# C4H6S

C4H6S in the gas phase at a distorted geometry (the ωB97M-V functional and the def2-TZVPD basis, OMol25).

Positions of all 11 atoms, in Å:
C (1.876, 0.946, -0.173)
C (-0.788, 0.431, 0.102)
C (-0.070, -0.832, -0.234)
C (0.629, 0.260, 0.538)
S (3.336, 1.082, 0.481)
H (1.651, 1.321, -1.166)
H (-1.012, 1.119, -0.695)
H (-1.529, 0.403, 0.887)
H (-0.300, -1.743, 0.298)
H (0.227, -0.990, -1.259)
H (0.843, 0.081, 1.583)

Summary:
Lowest unoccupied orbital energy: 0.0 eV
Frontier orbital gap: 8.65 eV
Spin multiplicity: 1
ΔE to the lowest compared entry with this formula, charge and spin: 93.7 kJ/mol
Molar mass: 86.16 Da

# C7H8Cl2NO2

A gas-phase ion, C7H8Cl2NO2 (charge +1) at a distorted geometry (the ωB97M-V functional and the def2-TZVPD basis, OMol25).

Positions of all 20 atoms, in Å:
C (-2.062, 1.208, 2.146)
C (-1.344, 2.244, 2.125)
C (-2.226, 0.020, 1.124)
C (0.580, -0.979, -2.750)
C (1.398, -0.538, -1.818)
C (-0.018, 0.545, 0.194)
C (1.518, -1.183, -0.475)
N (1.211, -0.087, 0.595)
O (-3.282, -0.616, 0.969)
O (-1.123, -0.188, 0.407)
Cl (-3.247, 0.892, 3.493)
Cl (-0.723, 3.721, 2.041)
H (0.563, -0.649, -3.750)
H (-0.032, -1.912, -2.688)
H (1.914, 0.322, -2.089)
H (0.108, 0.831, -0.845)
H (2.593, -1.592, -0.511)
H (0.915, -2.019, -0.334)
H (2.032, 0.598, 0.683)
H (1.224, -0.619, 1.482)

Summary:
Lowest unoccupied orbital energy (spin up / spin down): -4.7 / -5.4 eV
Frontier orbital gap (spin up / spin down): 8.62 / 6.83 eV
Spin multiplicity: 1
ΔE to the lowest compared entry with this formula, charge and spin: 442.2 kJ/mol
Molar mass: 209.05 Da
Charge: +1

# C7H14N2OPY

A molecular structure, C7H14N2OPY at a distorted geometry (the ωB97M-V functional and the def2-TZVPD basis, OMol25).

Positions of all 26 atoms, in Å:
C (0.414, -0.579, -0.157)
C (1.602, -0.248, 0.478)
C (1.511, -0.532, 1.869)
C (0.241, -1.097, 2.169)
C (-0.541, -1.155, 1.021)
Y (-3.003, 1.061, -0.965)
P (-1.540, 1.016, -3.169)
H (0.170, -0.574, -1.223)
H (2.487, 0.158, -0.017)
H (2.309, -0.366, 2.593)
H (-1.542, -1.572, 0.871)
H (-0.072, -1.435, 3.160)
H (-1.464, -0.245, -3.892)
H (-0.139, 1.384, -3.294)
H (-2.040, 1.817, -4.278)
C (-1.516, 1.956, 2.918)
N (-0.535, 2.637, 2.064)
C (-0.566, 2.532, 0.748)
N (0.433, 2.971, -0.032)
O (-1.619, 2.035, 0.153)
H (-1.430, 0.863, 2.835)
H (-2.533, 2.263, 2.643)
H (-1.320, 2.254, 3.954)
H (0.331, 2.989, 2.478)
H (0.412, 2.700, -1.013)
H (1.307, 3.280, 0.382)

Summary:
Lowest unoccupied orbital energy (spin up / spin down): -0.7 / -0.2 eV
Frontier orbital gap (spin up / spin down): 4.81 / 5.01 eV
Spin multiplicity: 1
ΔE to the lowest compared entry with this formula, charge and spin: 81.6 kJ/mol
Molar mass: 262.08 Da